{
  "formula": "C5H7IO2",
  "method": "wB97M-V/def2-TZVPD",
  "elements": ["C", "C", "C", "C", "C", "O", "O", "I", "H", "H", "H", "H", "H", "H", "H"],
  "positions_angstrom": [[1.7149, -2.2626, 0.2053], [1.4577, -1.2793, -0.7646], [-0.6235, 1.0474, 0.9522], [-0.9233, 1.4570, -0.5077], [0.6303, -0.1774, -0.3878], [0.4979, 0.1958, 0.8655], [0.0083, 0.6380, -1.2321], [-4.3451, 0.6076, 0.2660], [2.4261, -3.1887, 0.0878], [1.2754, -2.1011, 1.1511], [2.0231, -1.2910, -1.7469], [-0.2253, 1.9526, 1.5170], [-1.3912, 0.4182, 1.2716], [-1.9753, 1.4836, -0.8640], [-0.5498, 2.5000, -0.8133]],
  "e_homo_ev": -6.7,
  "total_charge": 0,
  "e_lumo_ev": -2.6,
  "orbital_gap_ev": 4.1,
  "e_above_lowest_ev": 1.655,
  "spin_multiplicity": 1
}

{
  "formula": "C6H14NO",
  "method": "wB97M-V/def2-TZVPD",
  "elements": ["C", "C", "C", "O", "C", "N", "C", "C", "H", "H", "H", "H", "H", "H", "H", "H", "H", "H", "H", "H", "H", "H"],
  "positions_angstrom": [[-0.9082, 0.4323, -0.5303], [-1.2908, -0.8631, -1.2715], [-2.6410, -1.4581, -0.6642], [-3.1997, -0.6586, 0.2548], [0.0680, -0.7988, -0.6374], [2.7251, 0.1331, -0.0522], [2.8686, 1.0517, 0.8680], [3.1088, 0.8373, 2.4544], [-1.4075, 0.3613, 0.4341], [-0.2157, 1.2592, -0.6207], [-3.9714, 1.1394, -2.3182], [-1.2330, -0.7690, -2.3610], [-3.3226, -1.4924, -1.5655], [-2.4711, -2.5220, -0.3605], [0.8675, -0.6098, -1.3387], [0.1621, -1.4033, 0.2618], [-3.2838, 0.8508, -2.2701], [1.8844, 0.0981, 0.7226], [2.6120, 2.1025, 0.6219], [4.1207, 1.1542, 2.7651], [2.4231, 1.4105, 3.1106], [3.1046, -0.2554, 2.4972]],
  "e_homo_ev": -2.2,
  "total_charge": -1,
  "e_lumo_ev": 3.1,
  "orbital_gap_ev": 5.4,
  "e_above_lowest_ev": 7.069,
  "spin_multiplicity": 1
}

{
  "formula": "H4N2O2Si",
  "method": "wB97M-V/def2-TZVPD",
  "elements": ["N", "N", "O", "O", "Si", "H", "H", "H", "H"],
  "positions_angstrom": [[1.1561, 0.9707, 0.5247], [-1.3597, 0.0121, -0.1179], [-1.5139, 1.0794, -0.6983], [-2.2552, -0.7841, 0.1374], [0.2971, -0.4764, 0.3528], [2.1360, 1.0225, 0.7391], [0.8066, 1.8142, 0.0800], [0.2789, -1.5013, 1.3646], [0.4540, -2.1370, -2.3825]],
  "e_homo_ev": [-10.7, -8.0],
  "total_charge": 0,
  "e_lumo_ev": [-1.0, -0.7],
  "orbital_gap_ev": [9.7, 7.3],
  "e_above_lowest_ev": 3.912,
  "spin_multiplicity": 1
}

{
  "formula": "C11H21AsF6HgO11S2",
  "method": "wB97M-V/def2-TZVPD",
  "elements": ["Hg", "O", "C", "O", "O", "H", "O", "C", "O", "O", "H", "C", "O", "H", "H", "H", "As", "F", "F", "F", "F", "F", "F", "C", "C", "C", "S", "O", "O", "C", "H", "H", "H", "H", "H", "H", "H", "H", "C", "C", "C", "S", "O", "O", "C", "H", "H", "H", "H", "H", "H", "H", "H"],
  "positions_angstrom": [[-1.3316, -0.2179, 0.4153], [-3.6693, 2.3375, 3.4144], [-3.0367, 1.1808, 3.0677], [-2.9303, 0.2750, 3.8996], [-2.7576, 1.0488, 1.8253], [-3.5140, 2.8195, 2.5874], [-5.0571, 0.8390, -1.4765], [-3.9195, 0.1726, -1.0844], [-3.8959, -0.9806, -0.6254], [-2.8222, 0.8199, -1.0828], [-4.7225, 1.7259, -1.6520], [0.4995, -2.1808, 2.0884], [-0.7715, -1.5800, 2.1256], [1.2491, -1.5106, 1.6543], [0.7800, -2.3974, 3.1259], [0.4921, -3.0454, 1.4116], [2.5627, -0.1417, -1.1708], [2.4649, 1.6384, -0.9648], [0.7761, -0.2051, -0.7821], [2.6526, -1.8997, -1.3434], [4.2868, -0.0574, -1.6392], [2.9474, -0.3959, 0.5168], [2.1301, -0.0775, -2.8719], [0.3144, -2.4570, -4.2419], [-0.9423, -1.8311, -4.8079], [-1.9169, -1.5082, -3.6365], [-1.5115, -2.7401, -2.3452], [-2.4040, -3.8736, -2.2564], [-1.1193, -2.0292, -1.1475], [0.0367, -3.3491, -3.0838], [1.2569, -1.9137, -4.1436], [0.7534, -3.1434, -4.9779], [-1.3103, -2.6353, -5.4487], [-0.6873, -0.9883, -5.4478], [-2.9971, -1.4809, -3.7692], [-1.6779, -0.5398, -3.1938], [-0.0695, -4.3900, -3.4079], [0.7066, -3.6199, -2.2659], [3.1149, 3.2294, 2.7874], [2.6254, 2.2683, 3.8624], [1.5894, 1.3522, 3.3588], [0.5555, 2.3762, 2.2744], [-0.4752, 3.0072, 3.0845], [0.1479, 1.5857, 1.1312], [1.9255, 3.6070, 1.8865], [3.9233, 2.8293, 2.1789], [3.3518, 4.1430, 3.3326], [2.2175, 2.7554, 4.7551], [3.4772, 1.7757, 4.3394], [0.9691, 0.8239, 4.0808], [2.1025, 0.5758, 2.7851], [1.6419, 4.6430, 2.0519], [1.9883, 3.3602, 0.8260]],
  "e_homo_ev": -1.9,
  "total_charge": -2,
  "e_lumo_ev": 4.2,
  "orbital_gap_ev": 6.1,
  "spin_multiplicity": 1
}

DFT total energy values, unit Ha, following the record order: -642.77286; -366.74186; -551.67176; -5044.28608.
Max |F| values, unit eV/Å, following the record order: 3.743; 2.981; 1.873; 3.815.